Record 1
C6H16N2O | the ωB97M-V functional and the def2-TZVPD basis

Structure (XYZ):
```
25
Properties=species:S:1:pos:R:3:nbo_charge:R:1
O -1.5245 0.4890 -1.0590 -0.760
N 0.3106 1.2697 0.8286 -0.853
N -0.0349 1.7756 3.0835 -0.819
C -0.9923 -0.7314 -1.4595 0.114
C -1.3037 -1.8404 -0.4529 -0.638
C 0.3344 0.8041 2.1554 0.355
C 0.5824 -0.6825 -1.7191 -0.428
C 1.0175 0.5712 -2.4695 -0.610
C 0.7219 -0.4287 2.4832 -0.595
H -2.3809 -1.9587 -0.3590 0.214
H -0.2365 1.4039 3.9993 0.386
H 1.1259 -1.1039 1.7527 0.203
H 0.9860 0.7856 0.2247 0.405
H 1.1539 -0.8217 -0.7982 0.173
H -1.0075 0.8004 -0.2401 0.485
H 0.4178 0.6936 -3.3675 0.215
H -1.4600 -0.9579 -2.4260 0.166
H -0.9036 -1.5812 0.5245 0.209
H 0.6559 -0.7821 3.4954 0.204
H -0.8735 -2.7850 -0.7750 0.202
H -0.7613 2.4020 2.7637 0.374
H 0.8057 -1.5623 -2.3263 0.209
H 2.0680 0.5033 -2.7597 0.206
H 0.8758 1.4632 -1.8706 0.195
H 0.4226 2.2743 0.7715 0.388
```

Properties
LUMO level: 0.808 eV
Energy above the lowest of the compared OMol25 structures with the same formula, charge and spin: 27.11 kcal/mol
Charge: 0
DFT total energy: -11508.879 eV
HOMO: -8.34 eV


Record 2
C6H16N2OZn | the ωB97M-V functional and the def2-TZVPD basis

Structure (XYZ):
```
26
Properties=species:S:1:pos:R:3:nbo_charge:R:1
Zn -1.5389 0.7688 2.7880 1.533
O -2.0986 1.2038 -0.2370 -0.410
N 0.8189 0.9403 -1.3170 -0.630
N 0.2389 -2.4832 0.1119 -0.875
C -1.3534 -0.0606 -0.1398 -0.086
C -0.1325 -0.2215 -1.2404 -0.089
C 2.8125 0.3970 0.3648 -0.643
C -3.0874 1.1543 0.8655 -0.239
C 1.4811 1.3021 -0.0196 -0.222
C 0.6231 -1.7103 -1.1354 -0.248
H -4.0389 1.7776 0.5726 0.359
H 0.6792 -1.9849 0.9168 0.338
H 3.4849 1.0345 1.1027 0.252
H 1.7968 -1.6268 -1.2613 0.236
H 0.7929 1.3416 0.9236 0.074
H -0.6840 -0.2627 -2.3001 0.293
H 1.8987 2.4132 -0.1556 0.256
H -3.4292 0.0488 1.1328 0.247
H 3.4330 0.1957 -0.6084 0.263
H 2.4832 -0.6200 0.8965 0.191
H 0.6318 -3.4670 0.0286 0.413
H 0.2643 -2.3815 -2.0555 0.243
H -2.0473 -1.0161 -0.1864 0.287
H 0.4240 1.7586 -1.8326 0.405
H -0.8358 -0.1067 0.9349 0.068
H -2.6173 1.6051 1.8502 -0.018
```

Properties
LUMO level: -13.264 eV
Charge: +2
DFT total energy: -59900.829 eV
HOMO: -15.81 eV


Record 3
C6H16N3 | the ωB97M-V functional and the def2-TZVPD basis

Structure (XYZ):
```
25
Properties=species:S:1:pos:R:3:nbo_charge:R:1
N -0.0695 -0.5808 -0.3172 -0.357
N -4.5210 0.2160 0.2342 -1.025
N -2.4235 -0.9970 -0.5462 -0.857
C 1.3690 2.0855 -0.4324 -0.625
C 2.1355 -0.9230 -1.2494 -0.631
C 1.7532 0.8852 0.4897 -0.449
C 1.7098 -1.4678 1.2242 -0.649
C 1.5117 -0.5208 0.0849 0.242
C -1.1774 -0.8734 -0.4304 0.690
H -5.2936 0.6325 -0.3446 0.419
H 0.7265 -1.5248 1.8444 0.235
H -4.2270 0.9183 0.8530 0.403
H 1.2120 0.8454 1.4983 0.219
H 2.4198 -0.9549 1.8397 0.240
H 2.9093 -1.7166 -1.1210 0.237
H -4.8790 -0.6885 0.6807 0.413
H 0.3070 2.0220 -0.9107 0.205
H -3.3838 -0.4418 -0.2391 0.445
H 1.3374 -1.2924 -1.8319 0.232
H 2.9026 1.0255 0.6843 0.252
H 2.1308 -2.5105 0.9810 0.247
H -2.6217 -1.8156 -1.1319 0.421
H 2.5224 -0.0299 -1.6756 0.225
H 1.2066 3.0121 0.1542 0.244
H 1.9784 2.1940 -1.2894 0.224
```

Properties
LUMO level: -2.822 eV
Energy above the lowest of the compared OMol25 structures with the same formula, charge and spin: 23.00 kcal/mol
Charge: +1
DFT total energy: -10943.852 eV
HOMO: -14.20 eV


Record 4
C6H16N3O | the ωB97M-V functional and the def2-TZVPD basis

Structure (XYZ):
```
26
Properties=species:S:1:pos:R:3:nbo_charge:R:1
O -2.7033 -0.9158 -0.1526 -0.397
N 0.9211 -2.4962 0.3597 -0.887
N 1.7446 0.1462 1.2262 -0.603
N -1.7955 0.9891 -1.1903 -0.724
C 1.9551 0.9186 -1.0734 -0.640
C -4.0388 -0.2610 0.0981 -0.282
C 1.5861 -0.0881 -0.0943 0.113
C 1.2054 -1.3298 -0.5089 -0.156
C 2.4209 1.2666 1.8358 -0.400
C -1.7895 -0.2368 -0.7635 0.533
H -4.6827 -0.9913 0.5498 0.249
H 0.9556 -1.5057 -1.5616 0.199
H -4.3722 0.1876 -0.7890 0.189
H -0.9258 1.1787 -1.6871 0.452
H 1.8757 1.3861 2.7581 0.208
H 1.4704 1.9197 -0.7792 0.198
H 2.1781 2.0885 1.1374 0.193
H 0.8568 -3.4490 -0.0309 0.398
H 1.4695 0.6485 -2.0204 0.212
H 1.2707 -2.6238 1.2730 0.379
H -2.7193 1.4643 -1.3660 0.441
H 2.9957 1.0960 -1.3070 0.252
H -0.7632 -0.7099 -0.6385 0.262
H -4.0005 0.6209 0.8133 0.218
H 1.3875 -0.5709 1.8918 0.390
H 3.4977 1.2678 2.0193 0.202
```

Properties
LUMO level: -3.525 eV
Energy above the lowest of the compared OMol25 structures with the same formula, charge and spin: 66.93 kcal/mol
Charge: +1
DFT total energy: -12990.588 eV
HOMO: -10.07 eV


Record 5
C6H16N4 | the ωB97M-V functional and the def2-TZVPD basis

Structure (XYZ):
```
26
Properties=species:S:1:pos:R:3:nbo_charge:R:1
N 1.9425 -0.0448 -0.1966 -0.379
N 0.1241 1.6852 0.4838 -0.474
N -3.3384 -1.6138 -0.0846 -0.585
N -1.6271 0.1150 0.2666 -0.427
C 1.2865 2.2656 -0.0202 -0.248
C 0.7857 -0.6580 0.2328 -0.039
C -2.0020 -1.2575 -0.1136 -0.102
C 2.4050 1.2411 0.2954 -0.271
C 0.7653 -2.0539 -0.3618 -0.629
C -0.3837 0.4850 -0.0924 0.117
H -1.4254 -1.8557 0.6985 0.312
H 1.1352 2.6307 -1.1180 0.255
H 2.4736 -0.4834 -0.9548 0.440
H -2.1821 0.3984 0.9840 0.420
H -1.5561 -1.6842 -1.0276 0.278
H -0.0091 -2.6539 0.3285 0.221
H -4.0561 -1.0784 0.2558 0.419
H 3.3216 1.5061 -0.3324 0.270
H 2.7463 1.4067 1.3715 0.275
H 0.4815 -2.0946 -1.3718 0.232
H -3.6201 -2.4262 -0.6481 0.442
H -0.3342 2.0604 1.3090 0.434
H 0.6880 -0.6525 1.3422 0.247
H -0.4587 0.4366 -1.1729 0.243
H 1.4300 3.1776 0.5594 0.270
H 1.6523 -2.6048 -0.3427 0.278
```

Properties
LUMO level (alpha / beta): -10.407 / -11.423 eV
Energy above the lowest of the compared OMol25 structures with the same formula, charge and spin: 134.04 kcal/mol
Charge: +2
DFT total energy: -12420.206 eV
HOMO (alpha / beta): -17.72 / -16.74 eV


Record 6
C6H16N6PS | the ωB97M-V functional and the def2-TZVPD basis

Structure (XYZ):
```
30
Properties=species:S:1:pos:R:3:nbo_charge:R:1
S 4.1395 2.8841 1.2321 -0.410
P 2.3783 2.8550 0.4627 0.800
N 0.9588 -2.8760 -0.5860 -0.598
N 0.9668 0.4532 -0.3887 -0.101
N 2.9147 0.7921 -1.3015 -0.191
N -3.6421 0.5479 1.1116 -0.813
N 1.2847 -0.5642 -1.1940 0.061
N 2.4309 -0.3390 -1.7604 0.083
C 0.7049 -2.6490 0.8366 -0.434
C 0.5559 -1.8039 -1.4727 -0.071
C 2.0259 1.2856 -0.4544 0.074
C -0.2514 0.6081 0.4208 -0.230
C -2.7050 1.2845 0.2710 -0.219
C -1.5599 0.4564 -0.3477 -0.446
H -3.8999 -0.3361 0.6996 0.358
H -3.2804 1.7148 -0.5410 0.214
H -0.3571 -2.5172 1.0587 0.173
H 0.8598 -2.0735 -2.4755 0.257
H 1.3693 2.8625 1.4352 -0.017
H -1.8635 -0.5849 -0.3076 0.213
H -2.3222 2.1084 0.8658 0.194
H -0.1970 1.6175 0.8052 0.234
H 2.1180 3.8664 -0.4730 0.021
H -3.2819 0.3925 2.0414 0.360
H -1.4353 0.7071 -1.3977 0.225
H -0.2004 -0.0465 1.2809 0.244
H 0.4514 -3.6924 -0.8980 0.384
H 1.0555 -3.5193 1.3749 0.244
H 1.2986 -1.8156 1.1930 0.187
H -0.5169 -1.6186 -1.4908 0.202
```

Properties
LUMO level: -4.529 eV
Energy above the lowest of the compared OMol25 structures with the same formula, charge and spin: 8.88 kcal/mol
Charge: +1
DFT total energy: -35536.632 eV
HOMO: -12.49 eV